# C32H34As2N3O12Ru

A molecular structure, C32H34As2N3O12Ru (ωB97M-V/def2-TZVPD, OMol25).

```
84
Properties=species:S:1:pos:R:3:forces:R:3:mulliken_spin:R:1
H 3.85215 -2.11706 0.51820 0.00 0.00 -0.01 0.002
O -1.50430 1.79911 1.53379 -0.11 -0.01 0.06 0.111
H 5.10296 -1.13473 -0.21646 0.00 0.00 -0.02 0.001
H 0.43182 -2.95208 -0.55723 0.00 -0.02 -0.03 -0.004
H -3.13132 -2.15680 -4.01490 -0.01 -0.01 -0.02 -0.001
Ru 1.09105 0.49189 -1.97491 0.18 0.50 0.13 2.449
C -2.01264 -3.39093 5.92520 -0.05 -0.01 0.02 0.000
C 0.92906 -1.68946 2.14454 -0.07 -0.08 -0.16 0.033
C 2.64090 2.28550 1.47460 -0.02 -0.05 -0.04 0.001
C 2.15512 -1.75830 -3.55426 -0.04 0.05 0.02 0.053
H 0.66453 4.96161 -6.23571 0.00 0.00 0.00 0.000
C 3.04900 3.81887 3.75502 -0.01 -0.03 -0.01 0.001
C 3.72105 2.01583 2.31186 0.01 0.01 0.01 -0.001
H 1.68392 -3.62686 -4.47887 0.00 -0.01 -0.01 0.000
C -0.02021 2.42962 -4.12696 0.03 -0.01 0.05 -0.001
C -0.53442 -1.46485 1.82637 -0.01 0.07 -0.06 0.092
C -2.62062 1.38292 1.74359 -0.11 -0.07 -0.07 0.039
O 1.36803 -0.74433 -3.52901 -0.06 0.01 -0.02 0.076
H -2.96887 -3.43586 6.43627 0.01 -0.01 0.01 0.000
O 1.55909 -2.54576 1.57745 -0.01 0.01 0.02 -0.002
C 2.39616 1.46084 0.26410 -0.09 0.32 0.18 0.003
H -4.65512 -2.01942 -3.08439 -0.01 0.00 0.00 0.001
C -2.55496 -0.39884 -0.08195 0.02 0.19 -0.05 0.509
O -4.64566 -0.36339 -1.15170 0.09 0.02 -0.09 0.119
C -3.47069 -0.67661 -1.18537 -0.03 -0.02 0.22 0.087
O 1.52835 -0.81112 2.93878 0.07 0.02 0.01 0.000
H 0.91893 3.49981 1.13502 -0.01 0.02 0.00 -0.001
C 2.02545 -2.63269 -4.77093 0.02 -0.03 -0.01 0.002
H -5.13732 1.40256 1.57861 0.00 -0.01 0.00 -0.016
O 1.47515 1.87926 -0.56631 0.10 -0.13 -0.13 0.090
H -1.33593 -3.18640 -0.64732 0.00 0.00 0.03 -0.003
H -0.49390 -2.35690 -1.97598 0.01 0.00 0.03 0.006
H 4.77052 2.57823 4.08987 0.00 0.00 0.00 0.000
H -4.13284 -3.66882 1.89780 -0.01 0.00 0.00 -0.001
O -0.83841 0.84309 -2.57672 0.00 0.01 -0.12 0.036
C -1.11624 1.48362 -3.67167 0.09 -0.05 0.21 0.017
H 4.38418 1.19817 2.06583 0.00 0.00 0.00 0.000
H -5.14897 1.10689 3.33788 0.00 0.00 0.01 -0.003
C 3.07123 -2.08551 -2.57059 -0.04 -0.07 -0.05 0.025
C -1.52752 -1.76199 2.66813 -0.08 -0.15 0.00 0.022
C 4.34753 -1.88976 -0.42815 -0.01 -0.01 0.01 -0.003
C 3.33143 -1.36452 -1.39290 0.12 0.04 0.00 0.038
H -1.18771 3.35796 -5.64128 -0.01 0.00 0.00 0.001
H -3.90655 -0.56653 -3.80876 0.00 0.02 0.00 0.003
C 1.76577 3.32042 1.78287 -0.05 -0.01 0.03 0.008
N 3.10623 0.39758 0.08174 -0.16 -0.18 -0.29 0.028
C 1.96746 4.08112 2.92638 0.01 -0.01 -0.02 0.000
C -3.71779 -1.53336 -3.34712 0.06 0.02 -0.03 -0.005
C -0.51051 -2.52702 -0.90065 0.03 -0.01 0.00 0.009
H 2.99006 -2.74566 -5.26588 0.00 -0.01 0.00 0.001
H -3.15879 -3.04038 0.55052 -0.01 -0.01 -0.02 -0.024
H 4.81432 -2.78647 -0.82674 0.01 -0.02 0.01 0.000
C 0.75916 0.23488 3.54983 0.04 0.11 0.01 0.007
C -4.84154 1.79491 2.55232 -0.02 -0.05 -0.04 0.019
C 2.11593 3.19199 -3.76030 -0.01 -0.07 0.02 0.001
As -3.45177 -1.32820 2.44830 0.09 0.25 0.09 0.100
N 2.70591 -0.23386 -1.10563 0.01 -0.06 0.25 -0.029
C 3.92704 2.78604 3.44407 -0.02 -0.02 0.01 0.000
O -2.26298 -2.67822 4.70588 0.05 -0.07 -0.01 0.002
O -2.15538 1.41264 -4.29159 -0.13 0.00 -0.08 0.020
O -2.90047 -1.35570 -2.18235 -0.02 0.03 -0.05 0.029
H 1.27746 4.87813 3.17045 -0.01 0.01 0.00 0.000
H -4.85822 -2.53678 0.73311 0.00 -0.01 0.01 -0.004
C -3.94448 -2.80430 1.26246 -0.01 0.06 -0.07 0.049
H 1.48815 0.89698 4.00570 0.04 0.04 0.00 0.001
C -0.23139 3.34909 -5.13913 0.01 0.00 0.00 0.007
C -3.08700 0.11825 1.14234 0.18 -0.42 0.17 0.766
C -1.17947 -2.47623 3.94071 0.01 0.15 -0.11 0.005
H 3.02655 3.09173 -3.18257 0.01 -0.01 0.01 -0.001
O -0.07541 -2.84882 4.24394 -0.06 0.01 0.03 0.005
H 2.80668 4.82397 -4.95820 0.00 0.00 -0.01 0.001
H -5.30244 2.76719 2.70613 -0.01 -0.01 0.02 0.001
N 1.13120 2.34944 -3.46289 0.00 -0.08 -0.09 0.080
As -0.65185 -0.77158 -0.03524 -0.21 -0.32 0.10 0.139
C 1.98692 4.15124 -4.74945 0.00 0.02 -0.02 0.006
H 3.65312 -2.98211 -2.72718 0.00 -0.01 0.00 0.005
H -1.27649 -2.86321 6.52759 0.00 0.01 0.00 0.000
H -1.64259 -4.39094 5.70760 0.00 0.00 0.00 0.000
O -3.42598 2.00908 2.61656 0.13 0.08 -0.12 -0.002
H 3.20668 4.41382 4.64545 0.01 0.01 0.00 0.000
H 1.30981 -2.19850 -5.46391 0.00 0.01 0.00 0.000
H 0.18195 0.78869 2.80832 0.04 -0.01 0.08 -0.003
C 0.79412 4.22466 -5.45388 -0.01 0.01 -0.02 -0.004
H 0.10664 -0.17679 4.31982 0.02 0.04 -0.01 0.000
```
Positions in Å, forces in eV/Å.

Summary:
energy above the lowest of the compared OMol25 structures with the same formula, charge and spin = 0.0 kcal/mol
net charge = 0
LUMO level (alpha / beta) = -0.0034 / -0.0613 hartree
⟨S²⟩ = 8.78
HOMO energy (alpha / beta) = -7.486 / -8.035 eV
frontier orbital gap (alpha / beta) = 7.40 / 6.37 eV
multiplicity = 6



# C15H10Cl48PS

13 unconnected molecules or ions with the total composition C15H10Cl48PS (ωB97M-V/def2-TZVPD, OMol25).

```
75
Properties=species:S:1:pos:R:3:forces:R:3:lowdin_charge:R:1
Cl 5.49837 -3.99443 -7.04313 -0.05 -0.01 -0.03 0.519
Cl 3.22559 -2.22615 -7.26050 0.02 -0.07 -0.01 0.531
C -3.20021 -9.12638 -7.95420 0.10 0.08 -0.06 -2.041
Cl -2.38924 -10.47495 -8.76614 -0.04 0.02 0.02 0.516
Cl -3.90469 -2.97290 -2.61604 -0.39 0.02 -0.22 0.476
Cl 6.63083 3.31525 2.47920 0.00 0.03 0.06 0.525
Cl 1.71010 -0.12309 12.60300 -0.05 -0.04 0.00 0.511
Cl 0.79309 -1.82250 10.45415 -0.03 0.00 0.05 0.504
C -0.52456 -0.34789 5.73168 0.05 0.13 -0.20 -2.028
C 0.60238 2.33666 2.95894 0.91 0.57 0.17 -0.438
Cl -5.41953 -0.63805 -3.36086 0.08 -0.08 -0.02 0.515
Cl 5.33584 1.68079 9.25089 -0.02 0.00 0.02 0.517
Cl 6.23249 2.70666 5.27965 0.30 0.03 -0.16 0.484
H 2.65106 2.40663 1.70212 0.11 -0.34 -0.06 -0.092
Cl -0.88048 -4.22729 -4.04714 -0.10 -0.15 -0.39 0.503
Cl 6.17674 5.45184 4.37302 0.01 -0.04 0.00 0.509
H -0.46701 2.14037 2.99153 0.10 -0.06 -0.01 0.012
Cl 0.27689 -5.83667 -6.13729 -0.55 -0.30 -0.09 0.473
C 0.08370 4.75162 3.06708 -0.22 1.68 0.07 -0.043
C 0.91221 3.76354 3.29763 0.08 -2.04 0.21 -0.339
Cl 2.60009 0.75714 9.09662 0.21 0.11 0.13 0.473
Cl -7.91495 0.22690 -6.07312 -0.04 0.01 0.03 0.514
Cl -4.26401 -2.32078 -5.40483 -0.04 -0.01 0.01 0.516
Cl 0.33536 3.43117 -3.09679 -0.48 0.08 0.26 0.491
C 3.73249 -3.91317 -7.12722 0.00 0.06 0.12 -2.046
C -0.57577 4.89469 -2.66167 -0.02 -0.19 0.24 -2.013
Cl -1.85402 0.77122 5.42003 0.04 -0.06 0.04 0.542
Cl 0.19463 6.33292 -3.34825 -0.14 0.05 0.01 0.495
C 3.67145 2.14251 8.85509 -0.09 0.02 -0.10 -2.026
C 3.99686 5.08004 -5.42103 -0.07 -0.06 0.15 -2.036
C -5.02180 -2.30302 -3.80422 0.09 -0.01 0.07 -2.022
C -0.54408 -5.87494 -4.56803 -0.18 0.16 0.09 -2.004
Cl 0.50375 -6.66964 -3.38191 0.01 0.00 -0.05 0.527
Cl -2.06139 -6.77455 -4.71038 0.12 0.33 0.69 0.494
Cl 2.64789 4.49988 -4.44279 0.67 0.07 -0.43 0.473
Cl 3.59899 2.66959 7.17347 -0.22 -0.04 0.24 0.502
Cl -8.93858 -0.74513 -3.55759 -0.14 0.09 -0.04 0.498
Cl -4.35473 -8.37854 -9.06721 0.02 -0.04 0.03 0.519
Cl -0.10511 -1.85805 0.98109 -0.06 -0.16 -0.27 0.500
H 0.36726 5.75016 3.39923 -0.15 0.04 -0.34 0.041
H 1.90259 3.96047 3.72147 -0.85 0.17 0.01 -0.027
Cl -2.22553 4.76030 -3.29714 0.03 -0.01 -0.03 0.510
Cl -8.33274 2.05655 -3.87895 -0.01 -0.05 -0.03 0.522
H 1.94161 1.80436 -0.15708 -0.15 -0.23 0.09 -0.094
C -0.76909 -2.56972 -0.49151 0.07 0.25 0.15 -2.000
Cl -2.21853 -3.52805 -0.07604 0.23 0.00 0.05 0.484
Cl -2.00618 -7.93119 -7.44809 -0.13 -0.40 -0.70 0.476
Cl -6.50229 -3.28019 -3.84534 0.07 0.01 -0.04 0.499
Cl -4.06282 -9.73085 -6.53129 0.02 0.01 -0.03 0.518
Cl 3.15969 3.46525 9.91540 0.03 -0.03 0.00 0.521
H -0.87066 4.64034 2.56242 -0.02 -0.19 0.22 0.052
Cl 5.41651 5.32713 -4.39352 -0.03 0.00 -0.05 0.518
Cl -1.19302 -1.29300 -1.62756 0.10 -0.23 0.07 0.492
S -0.69318 1.45709 0.37528 -1.32 -0.68 -0.67 0.213
P 1.35740 1.98103 1.16679 1.29 1.56 0.53 0.135
Cl 0.43621 -3.63348 -1.23609 0.15 0.00 0.40 0.481
Cl -10.60011 0.90418 -5.25013 0.03 0.00 0.01 0.512
Cl 0.86455 0.54567 6.36321 -0.19 -0.12 -0.10 0.494
H 1.09164 3.38298 0.85002 -0.16 -0.12 -0.17 -0.085
C -8.94637 0.60995 -4.68897 0.05 -0.04 0.03 -2.055
C 0.32693 -1.01357 11.95466 0.01 0.05 -0.04 -2.054
H 1.16116 1.68821 3.64743 -0.20 -0.12 -0.15 0.022
Cl 3.16924 -4.81227 -8.54672 0.00 0.00 0.01 0.509
Cl -0.07596 -1.16517 4.23370 -0.04 0.03 0.16 0.521
C 5.76493 3.77954 3.95026 -0.18 -0.09 -0.01 -2.021
H 1.62026 0.58421 1.51687 -0.43 -0.04 -0.10 -0.077
Cl -0.61974 5.03292 -0.90902 0.06 0.15 -0.14 0.551
Cl -0.99711 0.11008 11.62820 0.05 -0.04 0.00 0.526
Cl 4.02786 3.63770 3.68001 0.76 0.05 0.06 0.597
Cl 3.55391 6.61527 -6.18885 0.02 -0.02 0.00 0.505
Cl 4.38014 3.88811 -6.67458 0.01 0.04 0.00 0.508
H -1.21376 2.64469 0.01635 0.31 -0.09 0.21 -0.304
Cl 3.03358 -4.62513 -5.67253 0.58 0.27 0.02 0.495
Cl -1.03811 -1.55271 6.93149 0.00 -0.01 0.04 0.494
Cl -0.20092 -2.22217 13.13575 0.01 0.02 -0.03 0.514
```
Positions in Å, forces in eV/Å.

Summary:
net charge = -1
LUMO level = 0.0481 hartree
HOMO energy = -4.203 eV
frontier orbital gap = 5.51 eV



# C9H9IN2O3

A single C9H9IN2O3 molecule (ωB97M-V/def2-TZVPD, OMol25).

```
24
Properties=species:S:1:pos:R:3:forces:R:3:nbo_charge:R:1
H 0.36980 -2.37417 2.81553 1.10 1.21 -0.78 0.237
C 0.57196 -1.36505 2.30938 -2.66 -1.50 2.57 -0.309
C 3.57023 -0.60959 0.39639 3.25 1.47 -1.03 -0.702
O -4.48622 2.02997 -0.66906 -1.25 -0.61 0.66 -0.708
N 1.23708 -0.67579 0.07184 -2.47 0.44 0.98 -0.002
C -2.33887 -0.09925 -0.99341 -0.60 -0.79 1.16 -0.206
H -0.90412 2.88914 -1.31961 0.04 0.30 -0.68 0.223
H 3.80248 0.32127 1.03473 0.00 -1.69 -0.22 0.285
C -1.02373 1.82777 -1.21356 1.71 0.66 1.83 0.013
O 1.02009 -1.72635 1.02475 0.99 0.98 -1.66 -0.334
C -3.62266 2.22425 -1.49547 2.11 -0.29 1.02 0.805
C 2.38410 -0.20670 -0.24544 -1.63 0.18 -1.14 0.251
C -1.23844 -0.82045 -0.60548 2.49 0.71 0.70 -0.196
H 2.38992 0.54301 -1.05456 -0.40 -0.35 0.58 0.274
H 4.41197 -0.56600 -0.42969 -1.43 -0.51 1.84 0.267
C -0.01131 -0.06016 -0.37854 -1.98 -0.97 -1.57 0.212
C -2.25238 1.28560 -1.13185 -3.13 -0.42 -2.14 -0.083
H -3.25080 -0.72850 -0.97267 0.13 1.19 -0.44 0.245
H 3.40065 -1.57421 0.84661 0.68 -0.02 0.69 0.268
O -3.43210 3.02268 -2.39186 0.22 0.20 -0.90 -0.707
N 0.07256 1.20066 -0.74770 0.67 -0.54 0.33 -0.430
H -0.41688 -0.90627 2.64100 0.43 -0.06 -2.27 0.224
I -1.47368 -2.88029 -0.34889 0.00 -0.06 -0.11 0.185
H 1.22036 -0.75156 2.85754 1.75 0.47 0.58 0.186
```
Positions in Å, forces in eV/Å.

Summary:
energy above the lowest of the compared OMol25 structures with the same formula, charge and spin = 0.0 kcal/mol
net charge = 0
LUMO level = -0.0615 hartree
HOMO energy = -7.654 eV
frontier orbital gap = 5.98 eV



# C6H5FNO2

A gas-phase ion, C6H5FNO2 (charge -1) (ωB97M-V/def2-TZVPD, OMol25).

```
15
Properties=species:S:1:pos:R:3:forces:R:3:nbo_charge:R:1
N 0.11782 0.28898 -0.01356 0.98 -0.69 0.16 -0.366
H -2.33739 1.60734 1.82348 1.98 -0.92 -0.76 0.209
C 0.60191 -1.49898 -2.02466 -0.34 3.21 1.29 0.788
O 0.22312 -2.40448 -1.34162 -0.32 -2.10 2.07 -0.731
C 0.94892 -0.00090 -1.14324 -0.89 -0.43 -1.72 0.222
H -0.70595 -0.22859 3.03419 0.08 -0.63 1.68 0.196
O 0.64809 -1.32536 -3.21609 0.68 0.56 -2.39 -0.747
C -0.83506 1.21722 0.18471 -2.41 1.39 -3.44 -0.064
C -1.39981 1.07322 1.41177 -0.17 0.64 1.74 -0.328
C 0.33617 -0.37496 1.14386 -1.93 1.92 0.80 -0.021
H -1.23928 1.77889 -0.74086 0.83 -0.87 1.78 0.197
C -0.50283 0.14335 2.08829 -1.81 0.49 -1.44 -0.335
H 1.09013 -1.04408 1.24298 1.89 -1.93 0.11 0.216
H 0.84398 0.86432 -1.86479 0.55 -0.89 0.67 0.145
F 2.21018 -0.09598 -0.58445 0.88 0.25 -0.55 -0.381
```
Positions in Å, forces in eV/Å.

Summary:
energy above the lowest of the compared OMol25 structures with the same formula, charge and spin = 0.0 kcal/mol
net charge = -1
LUMO level = 0.1431 hartree
HOMO energy = -4.176 eV
frontier orbital gap = 8.07 eV



It is found that the max |F| values, taken in the order of the records, are 0.011, 0.041, 0.078, 0.086 hartree/bohr.
It is found that the DFT total energy values, taken in the order of the records, are -6873.2923, -23406.0537, -981.0740, -536.7662 Eh.
It is found that the molecular weight values, taken in the order of the records, are 903.5, 1955.0, 320.1, 142.1 u.